[1]
Here is C22H49IrN2O2P3 as an isolated structure at a distorted geometry from the Open Molecules 2025 dataset. Energies are from the ωB97M-V functional and the def2-TZVPD basis.

Calculated values
ΔE to the lowest compared entry with this formula, charge and spin: 1.1 kcal/mol
E_LUMO (spin up / spin down): -6.89 / -12.50 eV
multiplicity: 5
energy: -2255.03180 Ha
gap between HOMO and LUMO (spin up / spin down): 7.317 / 1.699 eV
total charge: +3
E_HOMO (spin up / spin down): -14.2 / -14.2 eV

Geometry (Å):
1 Ir -0.64 -0.31 0.30
2 P -2.89 -0.35 0.31
3 P 0.35 -2.09 -0.59
4 P -0.35 -0.57 2.52
5 O -2.26 -1.59 -3.73
6 O 2.82 1.65 0.87
7 N 3.52 3.03 2.57
8 N 4.95 1.39 1.67
9 C -3.83 -0.08 -4.63
10 C 0.61 -1.95 -2.38
11 C -3.39 -0.74 -1.37
12 C 1.30 -0.23 3.17
13 C -4.29 0.66 -5.74
14 C -2.91 -1.10 -4.84
15 C -0.21 1.22 -1.16
16 C 2.20 3.63 2.52
17 C 5.11 0.36 0.66
18 C -3.10 -0.85 -7.22
19 C 3.72 2.01 1.66
20 C -3.66 1.27 0.64
21 C 4.58 3.89 3.05
22 C -3.91 0.28 -7.03
23 C -2.58 -1.55 -6.14
24 C -0.74 -2.24 3.14
25 C -0.38 1.85 0.12
26 C 2.04 -2.28 0.05
27 C -3.73 -1.55 1.38
28 C 5.75 1.24 2.87
29 C -0.57 -3.62 -0.27
30 C -1.38 0.59 3.49
31 H -2.44 0.46 3.26
32 H -3.40 1.97 -0.16
33 H 4.18 4.90 3.14
34 H -1.28 2.43 0.34
35 H 1.36 -1.18 -2.61
36 H 6.49 2.05 2.96
37 H -1.56 -3.57 -0.72
38 H -3.59 -1.29 2.43
39 H -2.81 -0.10 -2.03
40 H 4.51 -0.54 0.89
41 H 1.43 2.85 2.62
42 H 4.95 3.57 4.03
43 H 2.10 4.33 3.36
44 H 0.93 -2.90 -2.83
45 H -0.65 -2.22 4.23
46 H -4.75 1.16 0.67
47 H 0.82 1.13 -1.52
48 H -4.45 -0.56 -1.52
49 H 1.37 -0.60 4.21
50 H -1.21 0.39 4.55
51 H -1.93 -2.41 -6.27
52 H -4.80 -1.54 1.14
53 H -3.33 -2.56 1.18
54 H 2.00 -2.40 1.13
55 H -3.31 1.66 1.60
56 H 2.62 -1.39 -0.21
57 H -4.94 1.52 -5.56
58 H 1.50 0.85 3.18
59 H -0.67 -3.77 0.81
60 H 2.50 -3.16 -0.41
61 H -4.14 0.17 -3.62
62 H -2.88 -1.17 -8.24
63 H -1.76 -2.52 2.86
64 H 2.02 4.16 1.57
65 H -0.35 -1.63 -2.79
66 H -0.05 -3.00 2.76
67 H 6.29 0.28 2.81
68 H 2.06 -0.73 2.56
69 H 0.54 2.16 0.64
70 H -1.55 -2.21 -3.99
71 H 5.42 3.90 2.35
72 H 5.14 1.24 3.78
73 H -0.99 1.27 -1.93
74 H -4.25 0.86 -7.89
75 H -3.16 -1.79 -1.60
76 H -0.03 -4.48 -0.69
77 H -1.10 1.64 3.28
78 H 4.81 0.75 -0.31
79 H 6.17 0.08 0.63

***

[2]
Here is C22H49N2OP3RhS as an isolated structure at a distorted geometry from the Open Molecules 2025 dataset. Energies are from the ωB97M-V functional and the def2-TZVPD basis.

Calculated values
ΔE to the lowest compared entry with this formula, charge and spin: 9.6 kcal/mol
E_LUMO (spin up / spin down): -8.64 / -11.77 eV
multiplicity: 5
energy: -2584.16000 Ha
gap between HOMO and LUMO (spin up / spin down): 6.974 / 3.874 eV
total charge: +3
E_HOMO (spin up / spin down): -15.6 / -15.6 eV

Geometry (Å):
1 Rh -0.29 0.24 0.03
2 S 1.90 0.93 0.73
3 P -1.17 2.25 -0.25
4 P -0.22 -0.35 -2.33
5 P -0.93 -0.05 2.22
6 O 0.27 -2.58 0.15
7 N 3.31 2.68 -0.76
8 N 2.29 3.54 1.16
9 C -0.41 3.35 -1.49
10 C 2.65 4.92 0.85
11 C -2.80 -4.39 -0.45
12 C -0.57 -3.54 0.04
13 C -0.88 -5.86 -0.53
14 C 0.98 0.73 -3.23
15 C 5.59 2.80 0.35
16 C -2.94 2.20 -0.71
17 C -0.16 1.04 3.48
18 C -1.14 3.37 1.20
19 C 1.79 5.90 1.63
20 C -1.82 -0.06 -3.18
21 C -2.24 -5.62 -0.75
22 C -0.59 -1.71 2.91
23 C 0.34 -2.01 -2.83
24 C -2.82 -8.36 0.07
25 C -0.04 -4.86 -0.11
26 C -1.52 -8.63 0.29
27 C 2.52 2.51 0.34
28 C -2.75 0.17 2.37
29 C 4.68 3.33 -0.73
30 C -2.00 -3.35 -0.05
31 H 4.56 4.42 -0.67
32 H 0.16 1.99 3.05
33 H -3.53 -8.19 0.88
34 H 6.63 3.07 0.13
35 H 1.10 -2.34 -2.10
36 H 5.53 1.71 0.40
37 H 3.33 1.83 -1.33
38 H -0.49 -6.85 -0.63
39 H -1.10 -8.70 1.30
40 H 1.79 1.04 -2.57
41 H 3.71 5.07 1.09
42 H -3.51 1.70 0.07
43 H 0.28 2.81 -2.14
44 H 1.98 5.80 2.70
45 H -1.85 -0.60 -4.13
46 H -1.96 1.01 -3.37
47 H 5.35 3.22 1.33
48 H 0.49 1.62 -3.65
49 H -1.34 -2.42 2.56
50 H -0.58 -1.69 4.01
51 H 1.43 0.17 -4.07
52 H -1.22 3.78 -2.10
53 H 0.76 -2.02 -3.84
54 H 0.72 0.54 3.90
55 H -0.51 -2.69 -2.76
56 H 1.04 -4.99 0.03
57 H -3.08 1.67 -1.66
58 H -0.80 -1.21 -0.85
59 H -0.84 -8.80 -0.55
60 H 0.39 -2.03 2.53
61 H -3.30 3.23 -0.82
62 H 0.73 5.76 1.44
63 H -3.05 1.20 2.18
64 H -3.21 -8.35 -0.96
65 H -0.10 3.59 1.50
66 H -2.89 -6.42 -1.07
67 H 5.10 3.12 -1.72
68 H -3.87 -4.24 -0.53
69 H -0.88 1.25 4.29
70 H 1.91 3.33 2.09
71 H -1.62 4.30 0.91
72 H -1.68 2.94 2.05
73 H -2.65 -0.42 -2.55
74 H 2.06 6.92 1.34
75 H -3.24 -0.48 1.63
76 H 2.54 5.07 -0.24
77 H -3.08 -0.13 3.37
78 H -2.39 -2.34 0.13
79 H 0.13 4.16 -1.00

***

[3]
Here is C22H49N2OP3SY as an isolated structure at a distorted geometry from the Open Molecules 2025 dataset. Energies are from the ωB97M-V functional and the def2-TZVPD basis.

Calculated values
ΔE to the lowest compared entry with this formula, charge and spin: 36.4 kcal/mol
E_LUMO (spin up / spin down): -11.76 / -11.64 eV
energy: -2512.04189 Ha
gap between HOMO and LUMO (spin up / spin down): 3.384 / 3.639 eV
total charge: +3
E_HOMO (spin up / spin down): -15.1 / -15.3 eV

Geometry (Å):
1 Y -0.37 0.18 -0.79
2 S -1.86 -0.34 1.35
3 P 2.02 1.41 0.73
4 P -1.29 2.95 -1.41
5 P 2.10 -0.39 -2.24
6 O -1.16 -1.42 -1.85
7 N -0.30 -1.02 3.49
8 N -1.98 0.57 3.83
9 C 1.67 -0.63 -4.00
10 C 3.47 0.44 1.30
11 C -0.15 3.86 -2.51
12 C -1.77 -1.79 -2.97
13 C 2.70 -2.07 -1.81
14 C 2.90 2.91 0.11
15 C 0.25 -4.51 0.86
16 C -1.36 -3.01 -3.49
17 C -2.86 2.78 -2.39
18 C -1.70 -3.33 -4.80
19 C -0.50 -1.89 4.71
20 C -0.47 -4.80 -0.23
21 C -2.68 -0.95 -3.66
22 C -1.60 0.94 5.22
23 C 3.69 0.51 -2.43
24 C -1.85 -2.54 4.83
25 C -2.57 -2.51 -5.52
26 C -3.07 -1.33 -4.95
27 C 1.49 2.06 2.36
28 C -0.17 1.38 5.37
29 C -1.32 -0.24 3.00
30 C -1.71 4.02 0.03
31 H 0.52 2.56 2.29
32 H -1.54 -4.56 -0.28
33 H 0.85 -1.35 -4.11
34 H -3.02 -0.03 -3.18
35 H 0.18 -1.51 2.73
36 H -1.27 -4.23 -5.25
37 H -3.34 3.77 -2.42
38 H 3.90 -0.14 0.48
39 H -0.12 2.21 -0.55
40 H -2.10 -3.13 3.94
41 H -2.28 1.75 5.49
42 H 0.02 2.28 4.78
43 H 4.33 0.40 -1.55
44 H 2.23 2.79 2.73
45 H 3.50 1.57 -2.61
46 H -0.59 4.75 -2.98
47 H 3.45 -2.01 -1.01
48 H 4.23 1.12 1.70
49 H -2.11 3.35 0.81
50 H 4.23 0.10 -3.31
51 H -0.71 -3.61 -2.85
52 H 0.17 3.17 -3.32
53 H 0.29 -2.66 4.64
54 H -0.20 -4.06 1.76
55 H -0.79 4.51 0.40
56 H -2.65 -1.81 5.01
57 H 2.17 3.66 -0.23
58 H 0.53 0.60 5.08
59 H 3.49 3.33 0.94
60 H 3.14 -0.25 2.09
61 H 1.35 0.33 -4.43
62 H 1.86 -2.70 -1.47
63 H -3.56 2.04 -1.93
64 H 3.57 2.65 -0.71
65 H 1.32 -4.77 0.93
66 H -0.04 -5.32 -1.08
67 H -2.45 4.84 -0.10
68 H 0.74 4.18 -1.94
69 H 2.56 -0.99 -4.54
70 H -3.76 -0.70 -5.52
71 H -0.26 -1.27 5.58
72 H -1.84 0.09 5.87
73 H -2.66 2.41 -3.41
74 H 0.01 1.63 6.42
75 H 3.16 -2.54 -2.70
76 H -1.83 -3.23 5.69
77 H 1.41 1.24 3.08
78 H -2.85 -2.79 -6.53
79 H -2.77 1.05 3.39

***

[4]
Here is C22H49N2OP3SeY as an isolated structure at a distorted geometry from the Open Molecules 2025 dataset. Energies are from the ωB97M-V functional and the def2-TZVPD basis.

Calculated values
ΔE to the lowest compared entry with this formula, charge and spin: 50.0 kcal/mol
E_LUMO (spin up / spin down): -11.77 / -11.44 eV
energy: -4515.24271 Ha
gap between HOMO and LUMO (spin up / spin down): 5.436 / 5.828 eV
total charge: +3
E_HOMO (spin up / spin down): -17.2 / -17.3 eV

Geometry (Å):
1 Y 1.20 0.33 -0.59
2 Se 2.29 0.20 -3.11
3 P -1.04 -0.35 1.47
4 P 1.84 -2.74 -0.84
5 P -1.30 -0.71 -1.88
6 O 2.34 0.65 1.17
7 N 2.75 2.55 2.33
8 N 3.26 0.40 3.20
9 C 2.79 1.21 2.23
10 C -2.75 0.33 1.37
11 C 3.04 3.30 3.54
12 C -2.24 3.87 0.22
13 C 2.18 3.33 1.21
14 C 2.06 1.96 -3.94
15 C 2.04 4.26 -5.68
16 C -0.64 0.35 3.12
17 C 3.03 -1.02 3.05
18 C -1.60 4.48 -0.79
19 C 3.12 -3.48 0.26
20 C 1.44 4.33 -4.39
21 C -2.50 -2.06 -1.56
22 C 2.67 1.96 -5.22
23 C 4.27 0.80 4.16
24 C -1.44 -2.06 2.02
25 C 1.46 3.18 -3.54
26 C 2.66 -3.12 -2.46
27 C 2.65 3.08 -6.06
28 C 0.62 -4.12 -0.82
29 C -2.45 0.70 -2.17
30 C -0.90 -1.13 -3.63
31 H 2.64 4.31 3.38
32 H -0.35 1.40 3.02
33 H -1.88 1.64 -2.16
34 H -2.94 0.59 -3.14
35 H 5.00 1.50 3.71
36 H 3.14 3.00 -7.07
37 H 3.54 -1.45 2.16
38 H 1.90 -3.26 -3.24
39 H -3.21 3.32 0.04
40 H -2.11 -2.00 2.89
41 H 0.99 5.27 -4.12
42 H 1.12 -5.10 -0.78
43 H 2.03 5.15 -6.36
44 H -1.73 3.60 1.15
45 H 1.96 -1.26 2.97
46 H 2.72 -3.66 1.27
47 H 0.01 -4.09 -1.73
48 H -0.51 -2.58 2.31
49 H 4.12 3.37 3.70
50 H 3.49 -4.44 -0.14
51 H 0.16 -0.21 3.61
52 H 3.29 -2.27 -2.76
53 H 2.37 4.38 1.43
54 H -3.21 0.76 -1.38
55 H 3.43 -1.51 3.95
56 H -3.16 0.34 2.39
57 H -1.93 -2.62 1.21
58 H 3.82 1.27 5.05
59 H -0.03 -4.04 0.05
60 H -0.21 -0.37 -4.04
61 H 3.97 -2.79 0.35
62 H 1.00 3.28 -2.58
63 H 3.16 1.08 -5.57
64 H -1.81 -1.15 -4.24
65 H -3.19 -1.82 -0.74
66 H 2.66 3.06 0.26
67 H -0.40 -2.10 -3.67
68 H -1.97 -2.99 -1.31
69 H 1.10 3.17 1.14
70 H -3.40 -0.30 0.74
71 H 0.11 1.67 0.51
72 H 3.29 -4.01 -2.39
73 H -2.71 1.36 0.98
74 H 2.56 2.86 4.42
75 H 4.81 -0.10 4.48
76 H -0.56 4.80 -0.67
77 H -1.55 0.28 3.74
78 H -3.10 -2.25 -2.46
79 H -1.98 4.48 -1.81

***

[5]
Here is C22H50AlBeBrCaClCsFN2O9 as an isolated structure at a distorted geometry from the Open Molecules 2025 dataset. Energies are from the ωB97M-V functional and the def2-TZVPD basis.

Calculated values
ΔE to the lowest compared entry with this formula, charge and spin: 0.0 kcal/mol
E_LUMO: -6.00 eV
energy: -5743.17023 Ha
gap between HOMO and LUMO: 2.264 eV
total charge: +1
E_HOMO: -8.3 eV

Geometry (Å):
1 Cs 7.87 -0.17 4.97
2 Br 11.85 3.57 8.98
3 Ca 6.88 4.07 6.23
4 Cl 12.17 1.72 4.47
5 Al 3.56 1.06 1.93
6 F 6.78 0.35 2.95
7 O -3.47 -0.14 -7.74
8 O -1.84 -2.86 -4.47
9 O 9.92 3.85 6.53
10 O -6.71 -2.33 -8.25
11 O 11.31 2.06 6.68
12 O -1.09 0.66 2.58
13 O -1.17 1.28 4.72
14 O -0.73 -0.72 4.28
15 O 12.09 4.10 6.10
16 N -3.70 -0.54 -4.65
17 N -5.51 -1.18 0.46
18 C 5.39 1.93 1.85
19 C 11.47 5.33 5.69
20 C -3.21 -1.52 1.57
21 C -4.60 0.15 -5.57
22 C -6.99 -1.23 0.89
23 C -2.49 -1.15 -7.60
24 C -2.12 -3.32 0.12
25 C -1.01 0.42 3.79
26 C -2.32 -1.83 0.37
27 C -6.63 -2.89 -0.80
28 C 11.14 3.25 6.46
29 C -4.67 -0.34 -7.01
30 C 12.34 6.52 6.01
31 C 10.17 5.28 6.45
32 C -4.07 -1.93 -4.40
33 C -2.97 -2.66 -3.65
34 C -4.68 -1.91 1.50
35 C -0.70 -2.11 -4.08
36 C 6.40 0.81 1.65
37 C -7.73 -2.07 -0.15
38 C -5.10 0.24 0.30
39 C -5.49 -1.91 -0.88
40 Be 2.45 1.65 4.54
41 H -4.99 -1.38 -7.08
42 H 7.27 1.14 1.09
43 H -3.06 -3.83 -0.11
44 H 2.49 2.04 2.80
45 H -1.45 -3.47 -0.73
46 H 0.14 -2.45 -4.69
47 H 11.29 5.27 4.61
48 H -4.25 -2.48 -5.33
49 H -4.10 0.28 -0.14
50 H -0.84 -1.04 -4.25
51 H -3.34 -3.65 -3.37
52 H 5.97 -0.05 1.15
53 H 9.36 5.78 5.92
54 H -5.43 0.25 -7.52
55 H 12.70 6.46 7.04
56 H 5.50 2.69 1.08
57 H -4.82 -2.98 1.34
58 H -3.12 -0.46 1.81
59 H -2.71 -2.14 -2.72
60 H -4.99 -1.95 -3.81
61 H 13.21 6.53 5.36
62 H -2.94 -2.14 -7.44
63 H -2.80 -2.04 2.44
64 H -8.22 -1.43 -0.88
65 H -4.52 -2.37 -1.04
66 H -5.12 -1.66 2.46
67 H -5.11 0.72 1.27
68 H -5.80 0.73 -0.37
69 H -1.79 -0.93 -6.79
70 H 10.24 5.67 7.47
71 H -6.36 -3.75 -0.18
72 H 3.00 0.60 0.50
73 H -6.19 -3.03 -8.65
74 H -2.68 -1.35 -0.54
75 H -2.77 -0.52 -5.03
76 H -6.90 -1.72 -8.97
77 H -7.37 -0.21 0.92
78 H 3.78 -0.27 2.84
79 H -1.92 -1.19 -8.53
80 H -0.46 -2.28 -3.03
81 H -8.50 -2.69 0.31
82 H -7.05 -1.66 1.88
83 H -1.34 -1.39 0.57
84 H -5.67 -1.16 -1.66
85 H -6.92 -3.27 -1.78
86 H 11.79 7.45 5.87
87 H -4.28 1.20 -5.59
88 H -5.62 0.14 -5.15
89 H -1.68 -3.81 0.99
90 H 5.58 2.33 2.85

***

[6]
Here is a 10-piece molecular cluster, C22H50Cl8O9 overall at a distorted geometry from the Open Molecules 2025 dataset. Energies are from the ωB97M-V functional and the def2-TZVPD basis.

Calculated values
ΔE to the lowest compared entry with this formula, charge and spin: 0.0 kcal/mol
E_LUMO: 0.34 eV
energy: -5226.83995 Ha
gap between HOMO and LUMO: 9.948 eV
total charge: 0
SMILES string: C1CCOC1.C1CCOC1.C1CCOC1.ClCCl.ClCCl.ClCCl.ClCCl.OCCO.OCCO.OCCO
E_HOMO: -9.6 eV

Geometry (Å):
1 Cl 0.76 -0.92 -4.74
2 Cl 3.28 -0.58 -3.37
3 Cl 1.69 -2.64 4.19
4 Cl 4.20 4.05 -1.53
5 Cl 4.51 0.47 2.93
6 Cl 2.25 0.83 4.76
7 Cl 4.58 1.43 -0.43
8 Cl 1.79 -3.45 1.43
9 O 1.11 0.85 0.57
10 O -4.69 -1.84 -0.89
11 O -2.28 2.23 -1.97
12 O -1.56 1.75 1.01
13 O -0.85 -0.55 -1.23
14 O 3.67 -3.92 -3.13
15 O -0.17 4.92 1.48
16 O -3.53 -0.68 3.98
17 O -3.64 -0.28 1.15
18 C -5.98 -2.32 -1.16
19 C -4.08 -1.28 -2.05
20 C -2.14 2.89 0.41
21 C 0.84 4.05 1.95
22 C -6.46 -1.52 -2.36
23 C 3.36 2.64 -0.80
24 C 4.41 -3.43 -0.97
25 C 0.43 3.76 3.39
26 C 5.45 -3.01 -1.98
27 C 1.91 -4.03 3.10
28 C 1.27 -0.42 -0.08
29 C -0.58 4.86 3.77
30 C 5.09 -3.93 -3.17
31 C -2.72 -1.17 1.77
32 C -1.68 3.10 -1.02
33 C 2.46 -1.38 -4.72
34 C 3.21 -3.96 -1.75
35 C -0.57 5.78 2.55
36 C -5.15 -1.33 -3.15
37 C -2.36 -0.68 3.16
38 C 2.75 0.62 3.08
39 C 0.55 -0.47 -1.45
40 H -1.28 0.22 -1.62
41 H 1.22 3.73 4.14
42 H 6.48 -3.12 -1.64
43 H 2.93 3.02 0.12
44 H 0.90 -1.31 -2.04
45 H -6.85 -0.55 -2.04
46 H 2.90 -4.46 3.25
47 H 5.31 -1.98 -2.29
48 H 3.11 -5.05 -1.63
49 H 0.22 6.55 2.58
50 H 4.17 -2.49 -0.46
51 H -1.84 4.15 -1.29
52 H -2.09 0.94 0.89
53 H 0.84 0.48 -1.91
54 H 1.16 -4.79 3.30
55 H 2.56 2.23 -1.41
56 H -1.59 -1.33 3.57
57 H 2.31 -0.28 2.69
58 H -1.76 3.70 1.05
59 H -3.15 -2.18 1.73
60 H -1.95 0.33 3.06
61 H -4.15 -0.09 3.53
62 H -3.74 -0.27 -1.86
63 H 1.84 4.49 1.83
64 H -4.12 -0.68 0.41
65 H -5.88 -3.38 -1.47
66 H -6.66 -2.33 -0.30
67 H -1.51 6.25 2.30
68 H 2.60 -2.45 -4.56
69 H 5.55 -4.91 -3.00
70 H 5.47 -3.57 -4.13
71 H -7.24 -2.07 -2.88
72 H -3.23 2.93 0.50
73 H 2.34 -0.56 -0.26
74 H 0.16 1.03 0.75
75 H -0.59 2.95 -1.04
76 H 2.45 1.51 2.54
77 H 2.93 -1.08 -5.65
78 H -0.15 2.84 3.48
79 H -1.79 -1.25 1.19
80 H 4.71 -4.14 -0.19
81 H 2.25 -3.46 -1.63
82 H -5.15 -0.44 -3.78
83 H -0.30 5.39 4.68
84 H -1.59 4.46 3.84
85 H 0.81 3.19 1.28
86 H -5.06 -2.18 -3.82
87 H 0.85 -1.19 0.57
88 H -2.31 2.67 -2.82
89 H -3.22 -1.90 -2.33